# 1
44
Properties=species:S:1:pos:R:3:forces:R:3:lowdin_charge:R:1 method="wB97M-V/def2-TZVPD" relative_energy_kj_mol=13.85 multiplicity=5 homo_lumo_gap_ha="0.2524 / 0.3080" e_lumo_ev="-3.124 / -3.395" total_charge=+1 homo_ev="-9.99 / -11.78" s2=6.02 e_tot_ev=-41442.5042
Ir -0.191909 -0.069437 0.185388 -0.1 -0.2 0.5 1.0253
N 3.094165 -0.621869 0.429799 -0.1 0.0 0.2 0.1806
C 2.489813 -1.807825 0.280924 0.1 -0.1 0.0 -0.4286
N 3.237920 -2.901586 0.324901 0.0 0.0 0.0 0.1871
C 2.592193 -4.050873 0.136982 0.1 -0.1 0.1 -0.4190
N 3.294852 -5.186111 0.227883 0.0 0.0 -0.2 0.1861
N 1.268202 -4.170523 -0.115731 -0.1 0.0 0.0 0.1922
C 0.621309 -3.033706 -0.141939 0.0 -0.1 0.0 -0.2771
N 1.153020 -1.824137 0.057231 0.0 0.2 -0.1 0.0022
C -0.831447 -3.044831 -0.447851 0.0 0.0 0.0 -0.1950
C -1.520933 -4.213736 -0.719552 0.1 0.0 0.0 0.0198
C -2.862449 -4.123511 -1.049185 0.0 0.0 0.0 -0.0218
C -3.463211 -2.874987 -1.099215 0.0 0.0 0.0 -0.0267
C -2.704875 -1.756513 -0.805816 0.0 0.0 0.1 -0.1083
N -1.414722 -1.843521 -0.480282 0.0 0.1 -0.2 -0.0485
H 4.038022 -0.630154 0.778236 0.0 0.0 -0.1 0.1192
H 2.525281 0.191844 0.602413 0.0 0.0 -0.1 0.0606
H 4.298745 -5.124047 0.232599 0.0 0.0 0.1 0.1170
H 2.868302 -6.036210 -0.098073 0.0 0.0 0.1 0.1156
H -0.993563 -5.155058 -0.673542 0.0 0.0 0.0 0.1195
H -3.432065 -5.015655 -1.271387 0.0 0.0 0.0 0.1212
H -4.505300 -2.761803 -1.361867 0.0 0.0 0.0 0.1171
H -3.129181 -0.761825 -0.824589 0.0 0.0 0.0 0.1119
O -0.649648 -0.267438 1.954306 0.0 -0.1 -0.1 -0.5287
C -0.095362 3.065016 5.144690 0.0 0.0 0.0 -0.0691
C -0.520513 3.719966 3.843759 0.0 -0.1 0.0 -0.2111
N -0.130531 2.921983 2.672444 0.1 0.3 -0.2 0.0338
C -0.886262 2.535235 1.656502 -0.1 -0.1 0.2 -0.7965
S -0.123651 2.272804 0.101729 0.1 0.0 -0.4 0.5232
N -2.191319 2.352202 1.761072 0.0 0.2 0.0 0.0193
C -2.931932 1.987227 2.973013 0.0 -0.1 0.0 -0.2190
C -3.791489 0.770219 2.683350 0.0 0.0 0.0 -0.0709
H -0.382957 3.691744 5.988005 0.0 0.0 0.0 0.0846
H 0.986629 2.933214 5.178505 0.0 0.0 0.0 0.0805
H -0.556009 2.084493 5.265062 0.0 0.0 0.0 0.0732
H -0.049501 4.698000 3.732362 0.0 0.0 0.0 0.1278
H -1.593623 3.884508 3.808465 0.0 0.0 0.0 0.1040
H 0.854495 2.928530 2.453048 0.0 0.0 0.0 0.1294
H -2.642806 2.136824 0.884912 0.0 0.0 0.0 0.1185
H -3.541126 2.827540 3.310075 0.0 0.0 0.0 0.1222
H -2.205510 1.749618 3.747689 0.0 0.0 0.0 0.1041
H -4.525148 0.984998 1.903143 0.0 0.0 0.0 0.0817
H -4.337619 0.477427 3.578977 0.0 0.0 0.0 0.0859
H -3.163187 -0.065034 2.371664 0.0 0.0 0.0 0.0566


# 2
58
Properties=species:S:1:pos:R:3:forces:R:3:lowdin_charge:R:1 method="wB97M-V/def2-TZVPD" relative_energy_kj_mol=21.99 multiplicity=3 homo_lumo_gap_ha="0.2632 / 0.2703" e_lumo_ev="2.631 / 1.807" total_charge=-1 homo_ev="-4.53 / -5.55" s2=2.01 e_tot_ev=-74126.9590
Pd -1.687068 0.093573 -0.247984 -0.1 0.8 0.1 0.9054
C 5.176238 0.354954 -1.389082 0.0 0.0 0.0 -0.1009
C 4.454947 -0.739118 -1.843714 0.0 0.0 0.0 -0.0881
C 3.129357 -0.913848 -1.463707 0.0 0.0 0.0 -0.0758
C 2.515000 0.005454 -0.618459 0.0 0.3 0.1 -0.3386
C 3.242984 1.113250 -0.180435 0.0 0.0 0.0 -0.0941
C 4.567664 1.283302 -0.554550 -0.1 0.0 0.0 -0.0879
P 0.769434 -0.130069 -0.057504 -0.1 -0.8 -0.2 1.0912
C 0.194418 -1.485031 -1.161515 0.3 -0.2 0.0 -0.4126
C 0.245952 -2.831971 -0.811905 -0.1 0.0 0.1 -0.0911
C -0.248140 -3.800022 -1.671931 0.0 0.0 0.0 -0.0829
C -0.792315 -3.431986 -2.895507 0.0 0.0 0.0 -0.0885
C -0.837733 -2.093515 -3.257651 -0.1 0.0 0.0 -0.0765
C -0.355583 -1.118359 -2.396386 0.3 -0.1 -0.1 -0.1216
C 0.913183 -0.884894 1.589144 -0.1 0.1 0.0 -0.3122
C 2.075272 -1.364535 2.129732 0.1 -0.1 0.1 -0.0841
C 2.094318 -1.860580 3.454796 0.0 0.0 -0.1 -0.0883
C 0.957404 -1.847653 4.208061 -0.1 0.0 0.0 -0.0455
C -0.261724 -1.341578 3.686375 0.0 0.0 0.0 -0.1761
C -1.444043 -1.295271 4.463515 0.0 0.0 0.0 -0.0611
C -2.591382 -0.784041 3.930072 0.0 0.0 -0.1 -0.0906
C -2.621119 -0.310680 2.596435 0.0 0.0 0.1 -0.1134
C -1.505620 -0.341678 1.804308 0.1 0.1 -0.1 -0.1648
C -0.293919 -0.855603 2.354982 0.0 0.0 0.0 -0.1965
H 6.206959 0.490837 -1.692824 0.0 0.0 0.0 0.0956
H 4.922888 -1.461870 -2.500882 0.0 0.0 0.0 0.0984
H 2.573908 -1.768404 -1.828050 0.0 0.0 0.0 0.0993
H 2.760458 1.848153 0.455029 0.0 0.0 0.0 0.0976
H 5.119214 2.148026 -0.207026 0.0 0.0 0.0 0.0994
H 0.648496 -3.118123 0.152856 0.0 0.0 0.0 0.1074
H -0.224047 -4.842750 -1.379170 0.0 0.0 0.0 0.1002
H -1.191321 -4.186640 -3.561353 0.0 0.0 0.0 0.0977
H -1.276841 -1.799748 -4.203078 0.0 0.0 0.0 0.1056
H -0.390649 -0.073406 -2.687666 0.0 0.0 0.0 0.0987
H 2.989730 -1.361955 1.547896 0.0 0.0 0.0 0.0990
H 3.019240 -2.244309 3.868685 0.0 0.0 0.0 0.0951
H 0.972236 -2.217370 5.228010 0.0 0.0 0.0 0.1050
H -1.421509 -1.670258 5.480787 0.0 0.0 0.0 0.1009
H -3.496301 -0.751646 4.526833 0.0 0.0 0.0 0.0957
H -3.556622 0.068197 2.200692 0.0 0.0 0.0 0.0944
F -3.166491 4.738910 -0.427763 0.0 0.1 0.0 0.1446
C -2.906676 3.513916 -0.927479 0.1 0.0 -0.1 -0.5527
F -3.475365 3.447854 -2.139315 0.0 0.1 0.1 0.1631
F -3.527114 2.632544 -0.145951 -0.1 -0.1 0.1 0.1486
C -1.378493 3.192581 -1.029242 0.0 0.1 -0.1 -0.3607
O -1.157571 1.923923 -1.367813 -0.3 -0.4 0.2 -0.2061
C -0.754656 4.088989 -2.150576 0.0 -0.1 0.0 -0.5484
F 0.586006 4.038843 -2.103186 0.0 0.0 0.0 0.1538
F -1.117487 3.652564 -3.359616 0.0 0.1 0.0 0.1594
F -1.104435 5.386798 -2.073677 0.0 0.1 0.0 0.1448
C -0.700764 3.556607 0.335167 0.0 -0.1 -0.3 -0.5502
F -1.361951 3.008980 1.358867 0.0 0.0 0.1 0.1556
F -0.632205 4.882380 0.558741 0.1 0.1 0.1 0.1483
F 0.554716 3.085840 0.372879 0.0 0.1 0.1 0.1255
O -2.913521 -1.956234 -0.308649 -0.2 -0.1 0.0 -0.0729
N -3.829662 -1.428183 -0.993716 0.5 0.2 -0.1 -0.5730
O -4.812452 -2.039916 -1.349895 -0.2 -0.1 0.0 0.0337
O -3.655231 -0.205249 -1.316621 -0.2 -0.1 0.2 -0.1089